[1]
{"formula": "CH6F5K4NO10S3", "method": "the ωB97M-V functional and the def2-TZVPD basis", "charge": 2, "e_homo_ha": -0.4801, "total_energy_ev": -134480.75702, "gap_ev": 5.743, "species": ["K", "K", "K", "K", "N", "S", "O", "O", "F", "S", "O", "O", "F", "C", "F", "F", "F", "S", "O", "O", "O", "O", "H", "H", "O", "H", "H", "O", "H", "H"], "xyz": [[-0.65827, -3.92181, 3.53591], [-0.29835, -4.24882, -2.73058], [0.78973, -0.97376, -3.84447], [4.10180, -4.74929, 0.60047], [-0.54349, 3.12239, -0.19632], [0.68715, 3.06273, -1.12939], [1.41111, 4.25379, -1.47359], [0.75440, 1.91164, -2.02770], [1.71971, 2.48032, 0.01643], [-1.61046, 3.68152, -1.37871], [-2.35922, 2.65355, -2.04127], [-1.29594, 4.87159, -2.11501], [-2.62949, 4.24154, -0.25841], [2.15191, -1.12090, -0.07194], [1.87428, -0.14710, 0.72413], [2.07970, -0.72345, -1.35110], [3.38916, -1.56301, 0.17092], [0.92997, -2.57100, 0.14710], [1.61012, -3.83232, -0.10681], [0.42215, -2.34749, 1.48818], [0.01657, -2.26314, -0.95721], [-0.84171, 0.73206, 1.38327], [0.00180, 0.65598, 1.83647], [-0.72390, 1.50977, 0.79746], [-2.37802, -0.82911, -0.68984], [-2.25290, -0.25284, 0.07838], [-1.57192, -1.36365, -0.73446], [-1.83268, -1.05881, 3.52734], [-1.58148, -0.71885, 2.65136], [-1.36172, -0.49154, 4.14939]], "forces_ev_per_a": [[-0.374, 0.660, 0.069], [-0.346, -0.297, 0.332], [-0.094, 1.307, 0.355], [0.076, 0.134, 0.007], [-1.559, 1.053, -2.501], [6.755, -1.506, 0.808], [-1.446, -0.777, -0.367], [-0.749, 0.645, -0.370], [-0.553, -0.062, 0.177], [-4.537, 1.764, 1.689], [1.009, -0.044, 0.414], [0.793, -1.276, 0.539], [0.465, -0.527, -0.676], [-0.524, -1.057, -0.248], [-0.061, 0.276, 0.215], [0.347, -0.025, 0.101], [0.510, -0.202, -0.028], [-0.423, 2.517, 0.088], [0.743, -0.640, 0.166], [0.211, -0.994, -0.601], [-0.045, -0.795, -0.206], [0.119, -0.302, 0.004], [0.063, 0.167, 0.006], [-0.269, 0.119, 0.051], [0.075, -0.468, -0.063], [0.090, 0.028, -0.239], [-0.372, 0.539, 0.291], [0.589, -0.680, -0.089], [-0.246, 0.295, 0.136], [-0.246, 0.146, -0.058]]}

***

[2]
{"formula": "CH2I3P", "method": "the ωB97M-V functional and the def2-TZVPD basis", "e_above_lowest_kj_mol": 284.2, "e_homo_ha": [-0.3401, -0.3282], "total_energy_ev": -34656.04339, "gap_ev": [7.720, 7.628], "species": ["C", "P", "I", "I", "I", "H", "H"], "xyz": [[-0.69548, 1.51257, -1.47621], [0.52265, 0.78120, -0.23349], [-2.00577, -0.06555, -2.24729], [-1.83528, 3.03451, -0.56358], [0.49570, 2.38454, -3.17971], [0.90751, -0.31349, -1.05885], [-0.84128, -0.88377, 0.74704]], "forces_ev_per_a": [[0.306, -0.824, -0.577], [-1.431, -1.472, 0.488], [0.293, 0.567, -0.034], [-0.058, 0.146, 0.114], [-0.491, -0.549, 0.993], [0.024, 0.252, -0.017], [1.357, 1.880, -0.968]]}

***

[3]
{"formula": "C3H3BN2", "method": "the ωB97M-V functional and the def2-TZVPD basis", "e_above_lowest_kj_mol": 363.6, "e_homo_ha": [-0.3446, -0.3248], "total_energy_ev": -6810.71044, "gap_ev": [7.220, 6.264], "species": ["B", "C", "C", "C", "N", "N", "H", "H", "H"], "xyz": [[-1.65099, 0.08728, 0.11465], [-1.66687, -1.34599, -0.01573], [-1.56179, 1.52952, 0.04953], [2.04335, -0.02454, 0.02783], [-1.85517, -2.49615, -0.00879], [-1.37731, 2.67603, -0.02939], [1.68153, 0.37864, 0.89033], [1.67930, 0.08963, -0.98548], [2.70794, -0.89442, -0.04296]], "forces_ev_per_a": [[0.303, 0.219, 0.086], [-0.473, -0.668, 0.183], [0.158, 0.370, -0.252], [1.425, -2.393, -3.262], [0.234, 0.367, -0.146], [-0.152, -0.308, 0.122], [-0.863, 1.067, 1.993], [-0.563, 0.880, 0.301], [-0.068, 0.466, 0.974]]}

***

[4]
{"formula": "C33H29F16NO9", "method": "the ωB97M-V functional and the def2-TZVPD basis", "smiles": "CC(=O)N(C(C)=O)c1cc(O)cc2c1C(=O)c1c(CCCCOC=O)cccc1C2=O.FC(F)C(F)(F)COC(F)(F)C(F)F.FC(F)C(F)(F)COC(F)(F)C(F)F", "e_homo_ha": -0.3488, "total_energy_ev": -98087.85814, "gap_ev": 8.984, "species": ["C", "C", "O", "N", "C", "C", "O", "C", "C", "C", "O", "C", "C", "C", "C", "O", "C", "C", "C", "C", "C", "C", "O", "C", "O", "C", "C", "C", "C", "C", "O", "H", "H", "H", "H", "H", "H", "H", "H", "H", "H", "H", "H", "H", "H", "H", "H", "H", "H", "H", "H", "H", "F", "C", "F", "C", "F", "F", "C", "O", "C", "F", "F", "C", "F", "F", "H", "H", "H", "H", "F", "C", "F", "C", "F", "F", "C", "O", "C", "F", "F", "C", "F", "F", "H", "H", "H", "H"], "xyz": [[-0.59346, -0.31145, -0.85771], [-0.43553, 1.04384, -0.18632], [-0.95268, 1.26878, 0.88092], [0.32570, 2.02068, -0.95201], [1.69524, 1.51228, -1.03114], [2.46937, 1.09939, 0.22829], [2.25448, 1.38166, -2.09807], [0.24324, 3.33600, -0.39970], [1.33668, 4.08552, -0.01176], [1.20409, 5.35878, 0.48335], [2.35002, 6.06264, 0.82234], [-0.02721, 5.94687, 0.64442], [-1.12009, 5.20977, 0.25775], [-0.98944, 3.94697, -0.26586], [-2.29182, 3.28596, -0.67881], [-2.40832, 2.67847, -1.72166], [-3.42344, 3.50501, 0.30750], [-4.29007, 2.47822, 0.66207], [-4.13921, 1.07227, 0.13194], [-5.46197, 0.25740, -0.00308], [-6.65468, 1.03525, -0.61455], [-7.90531, 1.14846, 0.28464], [-8.13602, -0.01981, 1.09057], [-8.01297, 0.20778, 2.42795], [-8.76878, 0.94107, 3.02065], [-5.28167, 2.82563, 1.56030], [-5.41993, 4.08463, 2.08602], [-4.54405, 5.08824, 1.72987], [-3.55201, 4.77922, 0.84015], [-2.51474, 5.79118, 0.41151], [-2.75332, 6.96459, 0.22207], [-1.61535, -0.43546, -1.22738], [-0.39004, -1.09015, -0.11592], [0.10193, -0.44346, -1.68888], [2.97388, 1.94571, 0.69903], [1.82938, 0.63302, 0.98712], [3.23881, 0.36695, -0.03130], [2.35126, 3.71600, -0.10574], [2.41323, 6.00341, 1.78334], [-0.13802, 6.94221, 1.06156], [-3.60467, 1.01000, -0.81422], [-3.51545, 0.53798, 0.86660], [-5.68722, -0.20659, 0.96134], [-5.23989, -0.56164, -0.69593], [-6.37642, 2.04793, -0.93202], [-6.98508, 0.53066, -1.52996], [-7.91271, 2.05408, 0.89990], [-8.77359, 1.25645, -0.37694], [-7.23166, -0.30401, 3.01796], [-5.96499, 2.04559, 1.88240], [-6.20609, 4.27589, 2.81088], [-4.64154, 6.07350, 2.17316], [5.09599, -4.00906, -2.61863], [6.40804, -3.87621, -2.88707], [7.08578, -4.33718, -1.80953], [6.77956, -2.41358, -3.14249], [6.57362, -1.67598, -2.03017], [8.12239, -2.38968, -3.37798], [6.10878, -1.71340, -4.34251], [4.98287, -0.88231, -4.06566], [3.71008, -1.43189, -3.99754], [3.71780, -2.71142, -4.42077], [2.94806, -0.74797, -4.87385], [3.09263, -1.27987, -2.60563], [3.84530, -1.90323, -1.66393], [1.86440, -1.85963, -2.57877], [6.66205, -4.50950, -3.74102], [6.85769, -1.01982, -4.72404], [5.91383, -2.40035, -5.16591], [2.99542, -0.21883, -2.32263], [0.83055, -5.66275, 2.68341], [0.94485, -4.84054, 3.73991], [-0.26511, -4.25625, 3.91665], [2.00556, -3.75726, 3.52196], [1.65123, -2.94895, 2.49807], [2.00083, -2.98243, 4.64435], [3.46433, -4.22035, 3.31986], [3.96458, -4.28493, 1.98735], [3.77962, -5.42248, 1.21526], [3.28305, -6.42970, 1.95643], [5.00454, -5.81515, 0.80946], [2.93309, -5.13559, -0.02542], [1.71023, -4.67813, 0.31250], [2.75487, -6.27005, -0.74057], [1.16995, -5.43492, 4.62957], [4.07363, -3.44539, 3.78460], [3.68707, -5.12931, 3.87876], [3.41497, -4.38933, -0.66066]], "forces_ev_per_a": [[0.774, 0.128, 0.098], [-0.860, -0.752, -0.171], [0.276, 0.426, -0.567], [0.505, -0.499, 1.492], [1.489, -0.349, -0.801], [-0.544, -0.408, 0.230], [-1.171, 0.972, 0.711], [0.073, 0.356, -0.290], [0.880, -0.637, -0.417], [0.284, 0.737, 0.289], [-0.129, -0.365, 0.226], [0.006, 0.416, 0.066], [-0.853, 0.705, 0.196], [-1.457, -0.909, -0.418], [0.160, 0.104, 0.075], [0.020, 0.147, 0.473], [0.619, -0.497, -0.767], [0.207, 0.123, -0.675], [-0.404, -0.792, 0.497], [0.488, 0.515, -0.374], [-0.371, -0.509, 0.259], [-0.549, 0.673, -0.926], [1.170, -0.120, 0.670], [-1.540, 0.873, 0.760], [0.780, -0.353, -0.474], [-0.460, -1.096, 0.281], [-0.353, 0.284, 0.540], [-0.501, 0.449, 0.431], [1.105, 0.652, -0.602], [-0.067, 0.038, 0.073], [0.173, -0.552, 0.358], [0.113, 0.214, 0.098], [-0.171, 0.114, -0.058], [-0.204, 0.048, -0.014], [-0.175, -0.011, -0.128], [-0.015, 0.257, -0.106], [-0.133, 0.197, -0.206], [-0.112, 0.056, -0.041], [0.233, 0.257, -0.047], [0.052, -0.075, -0.146], [-0.093, 0.459, 0.126], [-0.009, 0.083, -0.235], [-0.300, 0.138, -0.188], [0.013, -0.033, 0.341], [0.028, -0.136, 0.195], [0.186, -0.015, 0.159], [0.158, -0.306, 0.130], [0.083, -0.099, 0.200], [0.004, -0.405, -0.787], [0.051, 0.137, 0.049], [0.070, -0.005, -0.118], [0.132, -0.011, -0.228], [-0.165, 0.043, 0.000], [0.314, -0.428, 0.116], [0.077, 0.168, -0.028], [-0.259, 0.652, 0.119], [-0.070, -0.158, 0.085], [-0.011, -0.270, -0.189], [0.055, 0.358, -0.497], [-0.156, -0.635, 0.599], [0.737, 0.074, -0.755], [-0.173, -0.101, 0.188], [-0.191, 0.076, 0.214], [-0.073, 0.443, 0.483], [0.078, -0.132, -0.099], [0.020, -0.064, -0.214], [0.002, 0.114, -0.085], [0.006, 0.051, 0.180], [-0.132, -0.211, 0.201], [0.263, -0.684, -0.476], [0.209, 0.006, -0.161], [-0.429, -0.095, 0.303], [0.116, 0.172, 0.062], [0.353, 0.257, -0.628], [-0.134, -0.105, -0.026], [-0.031, -0.245, 0.194], [0.614, 0.031, 0.191], [-0.813, -0.184, -0.200], [0.526, 0.208, 0.946], [-0.213, -0.080, -0.175], [-0.071, 0.018, -0.268], [-0.200, 0.242, -0.648], [0.020, -0.008, 0.241], [0.185, -0.122, 0.157], [0.103, 0.049, 0.014], [-0.108, 0.098, -0.086], [-0.267, -0.140, -0.102], [0.158, -0.017, 0.110]]}

***

[5]
{"formula": "C4H7ClOS", "method": "the ωB97M-V functional and the def2-TZVPD basis", "e_above_lowest_kj_mol": 78.0, "smiles": "O[C@H]1C[C@H](S)[C@H]1Cl", "e_homo_ha": -0.3434, "total_energy_ev": -29665.74977, "gap_ev": 10.159, "species": ["O", "C", "C", "C", "S", "C", "Cl", "H", "H", "H", "H", "H", "H", "H"], "xyz": [[-0.22633, 1.71715, -1.19248], [0.68282, 0.78854, -0.67785], [0.51269, 0.57747, 0.84833], [-0.49070, -0.52607, 0.57972], [-0.65210, -2.03789, 1.55134], [0.16210, -0.64106, -0.77688], [-0.89635, -1.12115, -2.15403], [-0.27360, 1.51838, -2.11836], [1.66492, 1.02930, -1.07417], [0.13872, 1.49237, 1.39128], [1.37451, 0.14179, 1.36159], [-1.50304, -0.07758, 0.45636], [-1.57190, -1.61015, 2.45979], [1.07825, -1.25111, -0.65463]], "forces_ev_per_a": [[-0.220, 0.521, 1.019], [-0.137, 0.063, 0.313], [0.070, 1.669, 1.123], [-2.004, 0.453, -0.205], [-0.039, 0.139, 0.303], [0.576, -1.120, -0.401], [0.746, 0.061, 0.378], [-0.328, 0.015, -0.898], [0.336, -0.415, 0.093], [0.431, -1.018, -0.432], [0.170, 0.415, -0.252], [0.698, -0.375, 0.033], [0.398, -0.032, -0.458], [-0.698, -0.375, -0.616]]}

***

[6]
{"formula": "C5H11O2", "method": "the ωB97M-V functional and the def2-TZVPD basis", "spin_multiplicity": 2, "e_above_lowest_kj_mol": 31.5, "e_homo_ha": [-0.3910, -0.3876], "total_energy_ev": -9456.12179, "s_squared": 0.75, "gap_ev": [11.471, 7.588], "species": ["C", "C", "H", "H", "H", "H", "H", "H", "C", "C", "C", "O", "O", "H", "H", "H", "H", "H"], "xyz": [[-0.41011, 0.06599, 1.78236], [-0.25353, -0.99407, 2.88016], [-0.03353, 1.03995, 2.10493], [0.26932, -0.22901, 0.97809], [-1.38295, 0.22060, 1.33605], [-0.70202, -1.90745, 2.47536], [-0.73305, -0.76067, 3.82471], [0.80362, -1.24178, 2.94161], [0.39619, 0.91468, -2.05671], [1.08279, -0.43233, -1.99478], [-1.00705, 0.83697, -1.36381], [-0.99388, 1.70938, -0.42535], [-1.92487, 0.19415, -1.79842], [0.95481, 1.68320, -1.51147], [0.24283, 1.31716, -3.05531], [1.19008, -0.87567, -1.01050], [2.04460, -0.46001, -2.50763], [0.45676, -1.08111, -2.59930]], "forces_ev_per_a": [[1.075, 0.157, 0.338], [-0.529, -0.398, -1.376], [-0.161, 0.021, 0.065], [-0.169, 0.035, -0.154], [-0.357, -0.287, 0.337], [-0.144, -0.065, 0.344], [0.227, 0.086, 0.131], [0.071, 0.204, 0.649], [0.534, 0.785, 1.523], [-0.386, -0.533, -1.108], [-0.072, 0.238, -1.786], [0.072, 0.431, 0.396], [-0.083, -0.455, 0.371], [0.219, -0.099, -0.147], [-0.245, -0.272, -0.102], [-0.049, 0.238, 0.170], [0.122, 0.414, 0.205], [-0.124, -0.499, 0.145]]}